Here is a structure of composition C22H30B2ClCoF4N5O9 from the OMol25 dataset. Energies are from ωB97M-V/def2-TZVPD.

Summary:
Energy above the lowest of the compared OMol25 structures with the same formula, charge and spin: 24.7 kcal per mole
Maximum force: 0.66 eV/A
HOMO (alpha / beta): -0.270 / -1.757 eV
2S+1: 4
Total charge: -2
Kohn-Sham gap (alpha / beta): 4.2 / 5.7 eV

Last column: Mulliken spin population.
Atoms and positions in Å:
Co 0.62045 0.07019 0.19381  1.59
C -0.78133 3.96774 0.11149  0.00
C -0.08808 2.65965 -0.06753  0.01
N -0.18350 1.68974 0.77283  -0.05
O -0.96459 1.82940 1.84132  0.00
B -0.77603 0.86755 3.01391  0.02
F -1.96432 1.03083 3.74419  0.00
F 0.31740 1.28908 3.75360  0.00
O -0.71692 -0.56524 2.67694  0.04
N 0.01603 -0.97553 1.59804  0.35
C 0.33495 -2.27251 1.51036  0.09
C -0.05622 -3.21957 2.59640  -0.01
C 1.05139 -2.58032 0.35034  0.24
N 1.34594 -1.49892 -0.40137  0.32
O 1.86602 -1.71702 -1.65561  0.01
B 2.63238 -0.61958 -2.25195  0.00
F 2.79801 -0.94255 -3.60080  0.00
F 3.84888 -0.40849 -1.62307  0.00
O 1.90279 0.74110 -2.31974  0.00
N 1.16553 1.13509 -1.28697  0.00
C 0.71180 2.34144 -1.25867  0.01
C 0.96107 3.34091 -2.33845  0.00
C 1.51282 -3.92893 -0.08504  -0.02
H -1.06537 4.08596 1.15422  0.00
H -1.69167 3.99995 -0.49389  0.00
H -0.13805 4.79351 -0.19473  0.00
H 0.08177 -2.73607 3.56334  0.01
H 0.54684 -4.12628 2.56775  -0.01
H -1.11327 -3.49564 2.52198  0.01
H 1.58154 2.89387 -3.11016  0.00
H 1.46582 4.22237 -1.93694  0.00
H 0.01735 3.66921 -2.78133  0.00
H 1.34994 -4.67090 0.69537  0.00
H 2.57551 -3.89395 -0.33264  0.01
H 0.98589 -4.25032 -0.98846  0.01
C -6.53756 -1.00301 0.71698  0.00
C -5.80695 -2.18389 0.13927  0.00
C -6.31339 -2.80119 -1.00288  0.00
C -5.69443 -3.90439 -1.55528  0.00
Cl -6.36997 -4.63470 -2.99591  0.00
C -4.54939 -4.43531 -0.99075  0.00
C -4.03445 -3.83142 0.14070  0.01
C -4.64430 -2.71658 0.70814  0.00
O -4.06138 -2.25018 1.84762  0.00
C -3.83725 -0.84357 1.98879  0.00
C -3.31313 -0.15720 0.73561  -0.01
O -3.77340 0.90565 0.36935  0.01
O -2.32617 -0.82962 0.19156  -0.08
H -7.49443 -0.87947 0.20900  0.00
H -5.96756 -0.07963 0.60117  0.00
H -6.73179 -1.14650 1.78212  0.00
H -7.20757 -2.40404 -1.46699  0.00
H -4.05446 -5.28387 -1.44230  0.00
H -3.12020 -4.18710 0.59723  0.00
H -3.07188 -0.74462 2.75544  0.00
H -4.73786 -0.32612 2.30858  0.00
O 3.35986 -0.97988 1.88848  0.02
N 3.45778 0.20253 1.59699  0.01
O 2.37194 0.80989 1.30861  0.11
C -3.30613 -0.89241 -2.47834  0.03
C -1.79759 -0.93874 -2.17144  -0.01
C -1.35131 -2.40222 -2.12089  0.05
C -1.06102 -0.23115 -3.30702  0.02
C -1.49995 -0.20701 -0.85734  0.29
H -3.51425 -1.36171 -3.44666  0.00
H -3.66304 0.14076 -2.50456  0.00
H -3.88199 -1.42797 -1.72126  -0.01
H -1.69868 -2.93631 -3.01384  0.00
H -1.76538 -2.89923 -1.24198  0.01
H -0.26584 -2.46733 -2.08184  -0.01
H -1.37891 -0.64303 -4.27084  0.00
H 0.01668 -0.35291 -3.23003  0.00
H -1.28965 0.84107 -3.31078  0.00
H -1.85860 0.82178 -0.95193  -0.02

---

Here is a cluster of 7 separate species, C22H30Br10N2O4 in total in a non-equilibrium geometry from the OMol25 dataset. Energies are from ωB97M-V/def2-TZVPD.

Summary:
Maximum force: 5.08 eV/A
HOMO (alpha / beta): -2.015 / -5.733 eV
2S+1: 2
Total charge: -1
Kohn-Sham gap (alpha / beta): 3.0 / 6.7 eV

Last column: Mulliken spin population.
Atoms and positions in Å:
Br 0.04886 27.33468 14.87965  0.00
C -1.10700 25.69350 14.85192  0.00
C -0.60365 24.59896 13.82000  0.00
Br -1.29442 25.02379 12.02866  0.00
H -2.09841 26.07175 14.60265  0.00
H -1.17626 25.31088 15.87021  0.00
H -0.96517 23.63985 14.19083  0.00
H 0.47308 24.43466 13.86189  0.00
Br 1.99552 19.45700 19.77212  0.00
C 0.98215 21.07260 19.03508  0.00
C 1.21627 21.07238 17.54908  0.00
Br -0.00129 22.44077 16.80139  0.00
H 1.31988 22.00956 19.47795  0.00
H -0.07369 20.96496 19.28351  0.00
H 0.96151 20.08782 17.15686  0.00
H 2.25893 21.27202 17.30189  0.00
Br -1.41755 17.63408 19.85344  0.00
C -0.38855 16.35527 18.67372  0.00
C -1.41298 15.57099 17.80159  0.00
Br -0.43935 14.41809 16.48728  0.00
H 0.22847 15.64712 19.22681  0.00
H 0.27653 17.03544 18.14161  0.00
H -1.98665 16.29239 17.21970  0.00
H -2.04754 14.89317 18.37255  0.00
Br -0.16945 16.39921 12.70720  0.00
C 1.61755 17.24436 13.04667  0.00
C 2.47850 16.30188 13.90684  0.00
Br 2.87527 14.58802 12.97067  0.00
H 1.41265 18.23959 13.44117  0.00
H 2.09769 17.46030 12.09224  0.00
H 1.89915 16.15315 14.81807  0.00
H 3.40160 16.84846 14.09979  0.00
Br -6.82951 19.42485 17.15051  0.00
C -7.16149 18.72753 15.38088  0.02
C -6.27327 17.49482 15.11119  -0.01
Br -6.64688 15.91533 16.17122  0.00
H -6.85376 19.49112 14.66651  -0.01
H -8.20671 18.45715 15.23082  0.00
H -5.23584 17.68998 15.38278  0.00
H -6.33236 17.15122 14.07845  0.01
C -2.80219 21.48866 12.10731  0.00
C -3.82937 20.86610 12.81681  -0.01
C -3.56287 20.08352 13.94585  0.01
C -2.18918 19.93401 14.32941  0.00
C -1.15862 20.56604 13.60109  0.00
C -1.43572 21.32928 12.47791  0.00
N -1.86276 19.00487 15.45481  0.00
O -2.66786 18.24257 15.93814  0.00
O -0.71085 18.91903 15.92076  0.00
H -3.01747 22.09706 11.24135  0.00
H -4.82105 21.05264 12.43189  0.00
H -4.27802 19.51685 14.52365  0.00
H -0.16177 20.45231 14.00077  0.00
H -0.56147 21.75051 12.00393  0.00
C -7.59289 15.41761 9.58092  0.16
C -6.46773 16.07728 9.86834  -0.09
C -6.54056 17.28913 10.58816  0.19
C -7.78061 17.78115 11.09696  -0.07
C -8.97150 17.07641 10.73643  0.13
C -8.82151 15.90622 10.01025  -0.09
N -7.90031 19.00070 11.90144  0.28
O -6.87479 19.61754 12.14762  0.18
O -8.97787 19.25493 12.45540  0.23
H -7.55332 14.62750 8.84569  0.02
H -5.52881 15.70807 9.48295  -0.01
H -5.60434 17.82703 10.61130  0.03
H -9.89449 17.39468 11.19816  0.03
H -9.69236 15.33502 9.72431  -0.01

---

Here is a structure of composition C22H30CrN3O3S4Sb in a non-equilibrium geometry from the OMol25 dataset. Energies are from ωB97M-V/def2-TZVPD.

Summary:
Energy above the lowest of the compared OMol25 structures with the same formula, charge and spin: 21.3 kcal per mole
Maximum force: 2.23 eV/A
HOMO (alpha / beta): -0.903 / -1.017 eV
2S+1: 3
Total charge: -2
Kohn-Sham gap (alpha / beta): 5.0 / 5.2 eV

Last column: Mulliken spin population.
Atoms and positions in Å:
Cr 1.08457 0.99713 1.62268  2.71
S 3.58917 -1.54247 4.47628  0.00
Sb 3.07547 0.70073 4.30978  0.04
S 0.66047 0.79253 3.90338  -0.14
S 3.40517 1.34683 1.95718  -0.01
C 1.88207 3.68923 -0.12522  -0.08
C 1.31407 2.75033 0.90458  -0.24
O 0.79567 3.15483 1.93738  -0.12
H 1.34357 4.63703 -0.08072  0.00
H 1.83387 3.26153 -1.12372  0.00
H 2.92947 3.84983 0.13168  0.01
C -1.65673 -3.60287 1.26648  0.00
C -1.90503 -2.30177 2.01628  0.00
N -0.65483 -1.64957 2.31658  0.00
C 0.53427 -2.01337 1.77018  0.00
N 1.43967 -1.11017 1.53388  -0.06
C 2.74557 -1.58737 1.09578  0.00
C 2.62107 -2.83137 0.22978  0.00
C 1.94237 -3.89877 1.07088  0.00
N 0.70837 -3.35407 1.57498  0.00
C -0.39613 -4.22367 1.86808  0.00
H -1.46833 -3.39657 0.21078  0.00
H -2.51603 -4.26877 1.35318  0.00
H -2.41943 -2.50197 2.96638  0.00
H -2.53003 -1.61687 1.42928  0.00
H -0.74103 -0.62817 2.40418  -0.01
H 3.35947 -1.80687 1.98068  0.00
H 3.22567 -0.78667 0.52748  0.00
H 3.60727 -3.16117 -0.09882  0.00
H 2.00487 -2.60247 -0.64542  0.00
H 2.59887 -4.19697 1.90128  0.00
H 1.70827 -4.79007 0.47088  0.00
H -0.52613 -4.34667 2.95278  0.00
H -0.19113 -5.20597 1.43248  0.00
O 2.08877 0.80053 -7.60922  0.00
C 1.40627 1.64133 -6.74872  0.00
O 0.81067 2.58533 -7.23872  0.00
C 1.45107 1.31233 -5.33972  0.00
C 0.70767 2.09843 -4.43272  0.00
C 0.66037 1.81153 -3.09542  -0.01
C 1.36057 0.70733 -2.57062  0.00
S 1.25827 0.15403 -0.95712  -0.05
C 2.14107 -0.05147 -3.46802  0.00
C 2.18247 0.23103 -4.80262  0.00
H 2.50097 0.08993 -7.10282  0.00
H 0.15497 2.93483 -4.83872  0.00
H 0.05987 2.40763 -2.42092  0.00
H 2.70547 -0.87777 -3.06082  0.00
H 2.80267 -0.40487 -5.43122  0.00
C -4.21703 1.27963 -0.00442  0.01
C -3.51793 1.70893 1.29458  -0.02
C -4.25773 1.10043 2.49438  0.00
C -3.54503 3.23893 1.42168  0.00
C -2.10983 1.28473 1.30078  0.07
C -0.93563 0.98553 1.30378  -0.09
H -5.25583 1.62153 -0.01552  0.00
H -4.21093 0.19373 -0.09612  0.00
H -3.70133 1.69393 -0.86962  0.00
H -5.29933 1.43283 2.51348  0.00
H -3.77723 1.40533 3.42188  0.00
H -4.23973 0.01273 2.44378  0.00
H -4.57113 3.61193 1.47828  0.00
H -3.04553 3.69193 0.56758  0.00
H -3.01163 3.54253 2.32148  0.00

---

> Which formula does entry 3 have?

C22H30CrN3O3S4Sb

---

> 2S+1 of number 1 (C22H30B2ClCoF4N5O9)?

4

---

> The highest 2S+1 belongs to which entry?

C22H30B2ClCoF4N5O9